Entry 1:
{
  "formula": "C37H90N7O6",
  "method": "ωB97M-V with the def2-TZVPD basis set",
  "lumo_energy_ev": -9.82,
  "gap_ev": 10.0,
  "total_charge": 5,
  "e_homo_ev": -19.82,
  "symbols": ["C", "C", "C", "N", "C", "C", "C", "C", "C", "C", "H", "H", "H", "H", "H", "H", "H", "H", "H", "H", "H", "H", "H", "H", "H", "H", "H", "H", "H", "H", "C", "C", "N", "C", "C", "N", "C", "C", "H", "H", "H", "H", "H", "H", "H", "H", "H", "H", "H", "C", "N", "C", "C", "C", "C", "O", "H", "H", "H", "H", "H", "H", "H", "H", "H", "H", "H", "H", "H", "H", "C", "N", "C", "C", "C", "C", "O", "H", "H", "H", "H", "H", "H", "H", "H", "H", "H", "H", "H", "H", "H", "C", "N", "C", "C", "C", "C", "O", "H", "H", "H", "H", "H", "H", "H", "H", "H", "H", "H", "H", "H", "H", "C", "N", "C", "C", "C", "C", "O", "H", "H", "H", "H", "H", "H", "H", "H", "H", "H", "H", "H", "H", "H", "C", "C", "O", "O", "H", "H", "H"],
  "xyz": [[3.69801, 6.77585, 1.03281], [3.62984, 5.90662, -0.18369], [3.72671, 4.45451, 0.21812], [3.74990, 3.48510, -1.01770], [3.45759, 2.09701, -0.56332], [4.54276, 1.62324, 0.39405], [5.98340, 1.73964, -0.22388], [6.18247, 3.03585, -0.98528], [5.02487, 3.42758, -1.78644], [2.60154, 3.72287, -2.02698], [3.69646, 7.82970, 0.73106], [4.58289, 6.64057, 1.62808], [2.82357, 6.60550, 1.66181], [4.43679, 6.18482, -0.86205], [2.68029, 6.10049, -0.71894], [2.91205, 4.03454, 0.79700], [4.64231, 4.25243, 0.76419], [2.41842, 1.95296, -0.23045], [3.53049, 1.53316, -1.49083], [4.50630, 2.22171, 1.29457], [4.38740, 0.60378, 0.73510], [6.74910, 1.59667, 0.50896], [6.07183, 0.92649, -0.96889], [6.38803, 3.83404, -0.28223], [7.07601, 3.02708, -1.63001], [5.18779, 4.42104, -2.22725], [4.83124, 2.72410, -2.59046], [1.63361, 3.81324, -1.53163], [2.64180, 2.75806, -2.56232], [2.76120, 4.50524, -2.74985], [-7.47224, 1.83378, 4.68924], [-6.57649, 2.77177, 3.89618], [-5.28534, 2.13989, 3.61496], [-5.06711, 1.27895, 2.55315], [-3.76647, 0.78868, 2.62961], [-3.25903, 1.37993, 3.75233], [-4.17044, 2.16794, 4.32260], [-2.00672, 1.02594, 4.31079], [-7.05696, 1.54041, 5.63334], [-7.74493, 0.93338, 4.15361], [-8.45891, 2.26947, 4.94457], [-6.27821, 3.66864, 4.45958], [-6.99239, 3.11400, 2.95039], [-5.84430, 1.06928, 1.84832], [-3.25499, 0.20220, 1.90174], [-4.06629, 2.68519, 5.26696], [-1.72842, 1.78604, 5.06342], [-1.25945, 1.01554, 3.51034], [-2.08173, 0.03617, 4.76478], [1.96044, -3.98284, 5.07346], [3.15844, -3.22753, 4.56354], [3.04042, -1.74306, 4.85723], [4.41356, -3.74998, 5.21866], [3.25189, -3.44833, 3.02880], [4.07057, -2.47442, 2.17969], [5.41486, -2.64153, 2.58079], [2.01044, -4.02566, 6.15154], [2.10941, -5.00000, 4.74765], [0.98863, -3.63544, 4.69080], [2.68741, -1.71078, 5.89703], [2.20306, -1.32024, 4.29320], [3.98245, -1.22299, 4.68841], [4.42980, -3.52465, 6.28953], [5.25957, -3.30274, 4.69359], [4.38182, -4.80966, 5.01476], [2.19519, -3.23562, 2.80911], [3.47511, -4.51629, 2.81945], [3.66731, -1.44757, 2.26122], [4.03080, -2.80839, 1.14580], [6.09281, -2.41080, 1.92799], [-3.27625, -2.33923, -1.10148], [-3.30331, -3.45319, -0.01379], [-2.00315, -3.44633, 0.85068], [-4.43152, -3.21491, 0.95969], [-3.63279, -4.89042, -0.64631], [-2.74881, -5.21090, -1.90214], [-1.33638, -5.09854, -1.69010], [-4.14566, -2.47617, -1.76154], [-2.34122, -2.55012, -1.63408], [-3.27094, -1.36639, -0.57605], [-1.95461, -2.47039, 1.31832], [-1.11218, -3.62872, 0.27739], [-2.17239, -4.22538, 1.60828], [-4.37645, -2.22654, 1.42317], [-4.54637, -3.99905, 1.71801], [-5.31026, -3.24268, 0.29781], [-4.67564, -4.74635, -1.00224], [-3.58207, -5.66432, 0.11579], [-2.97117, -4.41422, -2.60727], [-2.99114, -6.12467, -2.43973], [-0.86208, -5.83741, -2.09117], [1.80075, -1.99745, -2.55578], [1.36028, -2.35297, -3.92348], [1.91164, -1.35083, -4.97551], [1.95626, -3.71747, -4.18334], [-0.18896, -2.32471, -3.88457], [-0.88224, -2.39439, -5.27993], [-0.43715, -3.57622, -5.94864], [2.87890, -1.89870, -2.60986], [1.52666, -2.85758, -1.92339], [1.38948, -1.01734, -2.22535], [1.74957, -1.79000, -5.97307], [2.96459, -1.32403, -4.69288], [1.38937, -0.37756, -4.85652], [1.48927, -4.17067, -5.03842], [1.70795, -4.37978, -3.33377], [3.03007, -3.65150, -4.27923], [-0.50225, -1.35267, -3.50691], [-0.60450, -3.08887, -3.22637], [-0.46993, -1.58430, -5.88840], [-1.96059, -2.33708, -5.30582], [-0.44287, -3.46240, -6.90589], [-4.33679, 2.09037, -1.09216], [-3.53542, 2.45488, -2.26698], [-3.05404, 1.14676, -2.91265], [-4.35209, 3.28248, -3.19320], [-2.33650, 3.29141, -1.71813], [-1.22582, 3.48383, -2.80078], [-0.48092, 2.28463, -3.09028], [-4.57247, 3.02264, -0.57921], [-3.74732, 1.41878, -0.45297], [-5.25366, 1.60584, -1.46504], [-2.44163, 1.35170, -3.81319], [-3.91541, 0.54388, -3.18397], [-2.47268, 0.62918, -2.14434], [-5.18497, 2.68540, -3.55755], [-3.70378, 3.51478, -4.03197], [-4.70740, 4.19831, -2.70057], [-1.98768, 2.67057, -0.88985], [-2.76081, 4.22216, -1.30865], [-0.47679, 4.24944, -2.67157], [-1.72601, 3.77364, -3.75940], [-0.36358, 1.69415, -2.31246], [0.59941, -0.41709, 1.21232], [-0.41236, 0.14448, 0.02171], [-1.62800, 0.03313, 0.30247], [0.15680, 0.67073, -0.95814], [0.38576, 0.15336, 2.11313], [1.68134, -0.43990, 1.00092], [0.22272, -1.42962, 1.33465]]
}

Entry 2:
{
  "formula": "C24H26AsFeN2SSe3Te",
  "method": "ωB97M-V with the def2-TZVPD basis set",
  "lumo_energy_ev": [2.47, 2.46],
  "gap_ev": [6.0, 6.1],
  "spin_multiplicity": 5,
  "total_charge": -1,
  "e_homo_ev": [-3.53, -3.64],
  "symbols": ["Fe", "Se", "Se", "Te", "Se", "S", "C", "C", "C", "C", "C", "C", "As", "C", "C", "C", "C", "C", "C", "C", "C", "C", "C", "C", "C", "H", "H", "H", "H", "H", "H", "H", "H", "H", "H", "H", "H", "H", "H", "C", "C", "N", "C", "C", "N", "C", "C", "H", "H", "H", "H", "H", "H", "H", "H", "H", "H", "H", "H"],
  "xyz": [[-2.28571, -0.52821, 0.94893], [-3.59281, -2.37031, 1.07883], [-5.72681, -1.79241, 0.34583], [-5.84071, 0.70029, 0.88953], [-3.43111, 1.43369, 0.78293], [-1.56991, -0.59301, 3.06803], [0.05049, -0.61901, 3.68763], [0.26579, -0.74481, 5.05833], [1.55079, -0.80401, 5.55103], [2.63509, -0.74831, 4.68673], [2.42449, -0.61541, 3.32293], [1.13989, -0.52991, 2.80893], [0.67999, -0.37951, 0.91253], [0.47339, 1.56169, 0.76473], [-0.10931, 2.31969, 1.77183], [-0.31281, 3.67889, 1.60043], [0.04149, 4.29129, 0.41363], [0.61849, 3.54659, -0.60047], [0.84019, 2.19479, -0.42047], [2.56829, -0.47421, 0.23783], [3.48979, 0.56869, 0.27743], [4.78479, 0.39049, -0.17727], [5.18699, -0.83871, -0.67467], [4.28769, -1.88981, -0.71257], [2.99209, -1.70271, -0.26247], [-0.59241, -0.80851, 5.71003], [1.71039, -0.90671, 6.61613], [3.64209, -0.81311, 5.07643], [3.27239, -0.58041, 2.64603], [-0.43371, 1.84939, 2.69103], [-0.75581, 4.25529, 2.39863], [-0.14491, 5.34339, 0.26433], [0.89079, 4.01519, -1.53637], [1.30669, 1.61369, -1.21407], [3.19019, 1.53149, 0.67963], [5.48779, 1.21329, -0.13927], [6.20059, -0.97401, -1.02847], [4.59839, -2.85441, -1.09417], [2.28409, -2.52901, -0.28287], [-3.47971, -0.51021, -2.14367], [-3.37861, -0.58991, -3.68007], [-2.00051, -0.85451, -4.07167], [-1.57941, -2.13011, -3.50417], [-1.72471, -2.11251, -1.96387], [-2.17531, -0.78901, -1.53147], [-1.21781, 0.21189, -2.00357], [-1.16071, 0.21009, -3.54417], [-4.19921, -1.24111, -1.76987], [-3.79861, 0.48569, -1.82517], [-3.69091, 0.35149, -4.14407], [-4.00101, -1.39461, -4.08087], [-0.54221, -2.30111, -3.80577], [-2.20231, -2.90621, -3.95627], [-0.77251, -2.31721, -1.45807], [-2.45551, -2.84901, -1.62267], [-0.24081, -0.05211, -1.58007], [-1.53121, 1.18169, -1.60477], [-0.14331, 0.03939, -3.90357], [-1.52281, 1.15609, -3.95327]]
}

Entry 3:
{
  "formula": "C12H11BrO11S",
  "method": "ωB97M-V with the def2-TZVPD basis set",
  "lumo_energy_ev": -1.76,
  "gap_ev": 8.2,
  "e_homo_ev": -10.00,
  "symbols": ["C", "C", "O", "O", "C", "O", "C", "C", "Br", "C", "O", "S", "O", "O", "O", "H", "H", "H", "H", "H", "H", "H", "C", "C", "C", "O", "C", "C", "C", "O", "O", "O", "H", "H", "H", "H"],
  "xyz": [[-0.11741, -1.37746, -0.87320], [0.90115, -0.28817, -0.89573], [1.34615, 0.27177, -1.86386], [1.32994, 0.02440, 0.36507], [2.24420, 1.08350, 0.39599], [1.89038, 2.16645, 0.68795], [3.64951, 0.68810, 0.03076], [4.74700, 1.02249, 1.03373], [4.06030, 1.42526, 2.85403], [5.74160, 2.08184, 0.61724], [6.72284, 1.99912, 1.68436], [7.06624, 0.43959, 1.78567], [7.20055, 0.02837, 3.13202], [8.07737, 0.11969, 0.84255], [5.62430, -0.09382, 1.20120], [-0.96491, -1.02346, -0.29279], [0.31662, -2.20414, -0.30599], [-0.38573, -1.67102, -1.87964], [3.88646, 1.10723, -0.94949], [3.67994, -0.39556, -0.09047], [6.27678, 1.64394, -0.23096], [5.35696, 3.07853, 0.44205], [-6.56184, -0.36717, -1.60141], [-5.24733, -0.33381, -1.85867], [-4.21974, -0.70120, -0.81883], [-3.04774, -0.65781, -1.15480], [-4.67308, -1.07740, 0.50311], [-5.98845, -1.10810, 0.76307], [-7.01949, -0.76408, -0.28368], [-8.18831, -0.83797, 0.04347], [-6.49224, -1.43904, 1.94064], [-4.74207, 0.01827, -3.03253], [-7.30636, -0.10774, -2.34036], [-3.92824, -1.32427, 1.24635], [-7.46403, -1.38116, 1.84868], [-3.77129, -0.04515, -2.94551]]
}

Entry 4:
{
  "formula": "C2H5NS2",
  "method": "ωB97M-V with the def2-TZVPD basis set",
  "smiles": "CSNC=S",
  "lumo_energy_ev": 0.53,
  "gap_ev": 9.1,
  "e_homo_ev": -8.53,
  "e_above_lowest_kj_mol": 77.59,
  "symbols": ["C", "S", "N", "C", "S", "H", "H", "H", "H", "H"],
  "xyz": [[-1.66880, -1.10031, 0.58244], [-1.36280, 0.27630, -0.55016], [-0.14200, 1.12576, 0.29184], [1.16203, 0.75117, 0.39374], [1.86523, -0.59674, -0.19614], [-1.99870, -0.71200, 1.57075], [-0.80367, -1.68369, 0.68325], [-2.47305, -1.71701, 0.12916], [-0.43974, 1.96911, 0.74130], [1.71107, 1.48526, 0.91634]]
}